The following is a quantum chemistry calculation of 15 unconnected molecules or ions with the total composition C35H100O15 in a non-equilibrium geometry, from OMol25.

The geometry in ORCA input format:
```
! wB97M-V def2-TZVPD RIJCOSX def2/J DEFGRID3
* xyz 0 1
C 6.19 1.95 0.28
C 7.03 1.39 1.48
O 7.80 2.43 1.98
H 6.85 2.29 -0.52
H 5.67 2.86 0.56
H 5.49 1.23 -0.16
H 7.64 0.59 1.08
H 6.48 0.94 2.30
H 8.17 2.11 2.81
C -5.51 -4.17 -2.39
C -6.00 -4.41 -3.76
O -6.33 -3.19 -4.40
H -4.61 -3.56 -2.35
H -5.33 -5.12 -1.90
H -6.34 -3.73 -1.84
H -6.83 -5.12 -3.76
H -5.18 -4.79 -4.36
H -6.93 -3.44 -5.11
C -4.73 5.49 3.28
C -3.38 5.75 3.93
O -3.27 7.01 4.48
H -4.87 6.20 2.46
H -5.58 5.48 3.96
H -4.76 4.50 2.80
H -2.56 5.64 3.22
H -3.22 4.97 4.68
H -2.40 7.03 4.89
C -1.53 0.63 -8.12
C -2.50 -0.42 -7.65
O -2.81 -0.25 -6.31
H -0.49 0.36 -7.96
H -1.82 1.60 -7.71
H -1.55 0.68 -9.21
H -2.07 -1.39 -7.90
H -3.44 -0.37 -8.21
H -3.62 -0.70 -6.04
C 4.16 3.16 -6.97
C 3.34 3.81 -5.87
O 2.54 4.86 -6.39
H 4.60 2.19 -6.71
H 4.99 3.80 -7.24
H 3.53 3.05 -7.85
H 3.92 4.24 -5.06
H 2.74 3.06 -5.36
H 1.96 5.11 -5.67
C -0.95 0.51 8.13
C -2.27 -0.13 8.59
O -3.30 0.52 7.90
H -1.16 1.58 8.06
H -0.63 0.19 7.14
H -0.14 0.31 8.84
H -2.42 0.01 9.66
H -2.28 -1.21 8.48
H -3.25 0.35 6.95
C 6.98 -2.73 -3.61
C 8.30 -3.50 -3.79
O 9.39 -2.68 -3.35
H 6.72 -2.82 -2.56
H 6.14 -3.09 -4.20
H 7.12 -1.68 -3.89
H 8.46 -3.76 -4.84
H 8.36 -4.44 -3.24
H 9.48 -2.83 -2.41
C -4.76 -3.07 4.42
C -4.73 -2.09 3.25
O -4.05 -0.93 3.58
H -5.05 -4.04 4.03
H -5.52 -2.75 5.14
H -3.79 -3.21 4.89
H -5.74 -1.78 2.99
H -4.20 -2.48 2.38
H -3.58 -0.63 2.80
C 0.64 7.97 -0.83
C -0.62 7.11 -1.16
O -0.45 6.76 -2.51
H 0.64 8.12 0.25
H 0.49 8.96 -1.25
H 1.62 7.63 -1.18
H -1.56 7.64 -0.99
H -0.61 6.27 -0.47
H -1.12 6.10 -2.69
C 5.37 -1.05 7.08
C 6.53 -2.05 6.98
O 7.48 -1.62 7.94
H 4.54 -1.37 6.46
H 5.71 -0.05 6.79
H 4.92 -1.01 8.07
H 7.03 -1.97 6.02
H 6.21 -3.09 7.04
H 7.07 -1.75 8.80
C 3.81 6.13 5.24
C 2.53 6.11 6.07
C 2.59 5.56 7.50
O 2.13 7.44 6.18
H 4.52 6.79 5.73
H 3.55 6.54 4.26
H 4.21 5.11 5.16
H 1.70 5.63 5.56
H 1.67 5.70 8.06
H 3.24 6.14 8.15
H 2.80 4.49 7.46
H 2.93 7.97 6.17
C -0.61 -6.72 -7.10
C 0.34 -6.87 -5.88
C 0.05 -5.86 -4.78
O 0.07 -8.13 -5.29
H -0.47 -5.77 -7.60
H -1.66 -6.70 -6.79
H -0.53 -7.49 -7.87
H 1.40 -6.78 -6.14
H 0.21 -4.86 -5.18
H 0.78 -6.02 -3.99
H -0.94 -5.83 -4.31
H -0.81 -8.36 -5.59
C -1.12 -7.95 1.71
C -2.22 -9.05 1.80
C -2.49 -9.69 0.45
O -1.81 -10.09 2.65
H -0.22 -8.24 1.16
H -0.79 -7.59 2.68
H -1.46 -7.02 1.26
H -3.14 -8.61 2.17
H -3.03 -10.63 0.53
H -1.58 -9.95 -0.08
H -3.03 -8.96 -0.16
H -0.96 -10.36 2.28
C 1.02 0.62 1.53
C 0.45 0.81 0.09
C 0.60 -0.40 -0.74
O -0.89 1.13 0.26
H 0.90 1.56 2.08
H 2.05 0.28 1.51
H 0.39 -0.15 1.97
H 1.02 1.58 -0.45
H 1.59 -0.83 -0.85
H 0.27 -0.27 -1.78
H -0.07 -1.22 -0.46
H -1.16 1.70 -0.46
C -6.30 4.07 -4.42
C -5.56 3.67 -3.13
C -6.15 2.37 -2.48
O -4.24 3.30 -3.52
H -6.19 3.40 -5.26
H -5.75 4.92 -4.82
H -7.35 4.35 -4.32
H -5.50 4.45 -2.38
H -5.81 2.27 -1.45
H -5.89 1.47 -3.03
H -7.24 2.39 -2.46
H -4.32 2.49 -4.02
*
```

Its energy above the lowest of the compared OMol25 structures with the same formula, charge and spin is 5.1777 eV. Its total energy is -2521.844704 Eh. The gap between HOMO and LUMO is 9.9 eV.